39
Properties=species:S:1:pos:R:3 method="wB97M-V/def2-TZVPD" gap_ev="4.33 / 4.32" lumo_ev="-11.1 / -11.1" charge=+2 spin_multiplicity=2
C -3.011 -1.977 1.068
C -1.866 -2.882 0.250
Br -2.361 -3.256 -1.656
C -0.353 -2.279 0.461
C 0.170 -1.287 -0.734
C -0.862 -0.079 -1.139
C -0.483 1.394 -0.527
C -1.944 2.118 -0.154
C 0.167 2.299 -1.728
N 0.303 1.374 0.764
O -0.440 0.990 1.817
C 1.611 0.625 0.655
C 2.844 1.688 0.273
C 1.995 0.090 2.193
C 1.636 -0.584 -0.451
H -3.677 -1.334 0.315
H -2.434 -1.161 1.720
H -3.686 -2.666 1.771
H -1.878 -3.938 0.806
H -0.313 -1.826 1.540
H 0.379 -3.221 0.463
H 0.311 -1.949 -1.716
H -0.795 0.030 -2.326
H -1.990 -0.288 -0.904
H -2.637 1.330 0.407
H -2.469 2.403 -1.163
H -1.791 3.062 0.552
H 0.649 3.268 -1.264
H 0.972 1.681 -2.340
H -0.666 2.597 -2.529
H 3.829 1.241 0.721
H 2.879 1.877 -0.890
H 2.566 2.683 0.872
H 1.318 -0.794 2.553
H 1.945 1.028 2.913
H 3.113 -0.313 2.241
H 1.976 -0.085 -1.481
H 2.487 -1.376 -0.202
Zn 2.502 -0.487 -3.153

***

49
Properties=species:S:1:pos:R:3 method="wB97M-V/def2-TZVPD" gap_ev=8.18 lumo_ev=0.2 charge=0
C 3.373 0.568 3.444
H 3.363 -0.458 3.805
H 2.490 1.082 3.816
H 4.255 1.067 3.836
C 3.387 0.612 1.920
N 2.231 -0.048 1.349
C 1.128 0.663 1.044
S 1.029 2.298 1.323
N 0.061 -0.024 0.547
C -1.110 0.537 0.042
C -2.323 -0.061 0.358
C -3.517 0.496 -0.084
C -3.500 1.674 -0.829
C -2.294 2.252 -1.170
C -1.091 1.683 -0.765
C 0.190 2.219 -1.306
O 1.109 1.527 -1.682
O 0.140 3.543 -1.473
C 1.318 4.150 -1.977
H 1.054 5.176 -2.221
H 2.099 4.132 -1.213
H 1.672 3.617 -2.862
H -2.267 3.146 -1.774
H -4.438 2.106 -1.141
C -4.828 -0.122 0.229
O -5.894 0.329 -0.111
O -4.709 -1.257 0.939
C -5.929 -1.900 1.276
H -6.542 -1.246 1.900
H -5.658 -2.802 1.818
H -6.490 -2.147 0.372
H -2.342 -0.958 0.957
H 0.052 -1.028 0.644
C 2.280 -1.491 1.212
C 2.022 -1.969 -0.200
C 1.305 -3.139 -0.421
C 1.072 -3.584 -1.711
C 1.547 -2.858 -2.789
C 2.261 -1.691 -2.574
C 2.504 -1.251 -1.286
H 3.045 -0.332 -1.126
H 2.628 -1.117 -3.410
H 1.357 -3.200 -3.795
H 0.515 -4.495 -1.871
H 0.930 -3.708 0.420
H 3.283 -1.807 1.514
H 1.573 -1.968 1.907
H 3.374 1.653 1.587
H 4.286 0.129 1.529

***

79
Properties=species:S:1:pos:R:3 method="wB97M-V/def2-TZVPD" gap_ev=9.13 lumo_ev=-4.0 charge=+1
N 0.723 0.448 -3.407
P 0.066 1.608 -4.185
N 0.416 3.249 -3.410
C 1.750 3.801 -3.951
C 3.011 3.124 -3.461
C 3.694 3.732 -2.245
O 3.984 5.081 -2.383
P 0.232 3.260 -1.599
N 0.711 4.565 -0.955
O -1.350 3.149 -1.274
O 0.959 2.070 -0.889
H 1.383 -0.023 -4.012
H -1.332 1.541 -4.229
H 0.577 1.749 -5.482
H -0.312 3.872 -3.758
H 1.741 4.858 -3.805
H 1.702 3.658 -5.006
H 2.868 2.072 -3.307
H 3.714 3.217 -4.259
H 4.636 3.241 -2.161
H 3.175 3.548 -1.321
H 3.196 5.600 -2.512
H 1.109 5.208 -1.626
H -1.756 3.670 -1.970
H 1.678 1.711 -1.425
C 5.578 3.424 2.701
C 5.319 4.939 2.761
C 4.746 5.514 4.058
F 3.528 5.002 4.327
F 4.611 6.851 3.915
F 4.545 5.298 1.712
F 6.528 5.536 2.588
O 4.593 2.628 2.063
C 3.516 2.157 2.755
C 2.220 2.729 2.190
F 2.218 4.071 2.265
F 1.154 2.286 2.900
F 3.631 2.378 4.070
F 3.479 0.818 2.575
H 6.453 3.314 2.066
H 5.863 3.018 3.669
H 5.417 5.317 4.900
H 2.079 2.454 1.141
C -0.540 -1.323 1.591
C -0.921 -0.911 0.158
C -1.635 0.432 -0.027
F -2.820 0.469 0.597
F -1.886 0.650 -1.352
F -1.638 -1.898 -0.409
F 0.247 -0.814 -0.542
O -1.401 -2.222 2.261
C -2.493 -1.757 2.948
C -3.788 -2.310 2.351
F -3.910 -1.947 1.054
F -4.837 -1.805 3.029
F -2.496 -0.415 3.028
F -2.396 -2.219 4.207
H 0.387 -1.881 1.486
H -0.294 -0.461 2.211
H -1.027 1.261 0.335
H -3.800 -3.400 2.416
C -4.589 -7.348 1.049
C -5.563 -7.916 0.003
C -4.989 -8.835 -1.078
F -4.085 -8.191 -1.845
F -5.997 -9.243 -1.882
F -6.246 -6.902 -0.567
F -6.463 -8.668 0.692
O -4.118 -6.028 0.848
C -3.023 -5.784 0.068
C -3.386 -4.943 -1.157
F -4.304 -5.575 -1.909
F -2.278 -4.762 -1.914
F -2.404 -6.923 -0.278
F -2.157 -5.080 0.829
H -5.170 -7.279 1.965
H -3.776 -8.039 1.267
H -4.521 -9.716 -0.629
H -3.782 -3.968 -0.864

***

68
Properties=species:S:1:pos:R:3 method="wB97M-V/def2-TZVPD" gap_ev="7.10 / 8.11" lumo_ev="-3.4 / -3.6" charge=+1 spin_multiplicity=4
V 0.016 -0.692 -0.394
C 2.409 -2.092 2.276
C 2.207 -2.788 0.931
C 2.986 -4.100 0.845
C 2.587 -1.886 -0.258
C 4.075 -1.502 -0.269
O 4.071 -0.068 -0.194
C 2.814 0.365 -0.206
N 1.906 -0.563 -0.252
C 2.670 1.825 -0.176
C 3.863 2.564 -0.219
C 3.847 3.943 -0.207
C 2.639 4.620 -0.136
C 1.456 3.905 -0.087
C 1.447 2.513 -0.113
P -0.163 1.638 -0.119
C -0.947 2.359 -1.604
C -1.582 3.600 -1.607
C -2.060 4.134 -2.794
C -1.910 3.436 -3.984
C -1.297 2.192 -3.987
C -0.819 1.656 -2.801
C -1.029 2.364 1.302
C -0.304 2.704 2.445
C -0.953 3.226 3.552
C -2.329 3.404 3.529
C -3.059 3.033 2.409
C -2.416 2.507 1.300
H 2.110 -2.759 3.084
H 1.803 -1.185 2.341
H 3.455 -1.825 2.442
H 1.149 -3.029 0.840
H 4.052 -3.948 1.028
H 2.875 -4.563 -0.138
H 2.622 -4.801 1.595
H 2.316 -2.403 -1.181
H 4.583 -1.802 -1.183
H 4.626 -1.881 0.589
H 4.804 2.038 -0.266
H 4.779 4.490 -0.250
H 2.618 5.702 -0.123
H 0.516 4.434 -0.023
H -1.723 4.147 -0.684
H -2.552 5.098 -2.790
H -2.276 3.859 -4.910
H -1.196 1.641 -4.912
H -0.337 0.683 -2.801
H 0.770 2.565 2.463
H -0.386 3.494 4.433
H -2.833 3.828 4.388
H -4.135 3.156 2.402
H -2.986 2.212 0.428
O -1.880 -0.372 -0.176
C -2.795 -1.229 -0.198
C -2.619 -2.628 -0.400
C -3.687 -3.518 -0.224
C -3.469 -4.867 -0.303
C -2.194 -5.385 -0.574
C -1.141 -4.538 -0.797
C -1.322 -3.145 -0.717
O -0.348 -2.303 -0.893
N -4.586 -5.783 -0.064
O -4.327 -6.969 -0.009
O -5.696 -5.300 0.045
H -3.816 -0.877 -0.020
H -4.682 -3.156 0.001
H -2.066 -6.458 -0.600
H -0.155 -4.920 -1.028